[1]
Entry from OMol25: C7H20BCl4F5Li2N2NaO4S as an isolated structure in a non-equilibrium geometry (ωB97M-V/def2-TZVPD).

XYZ file:
```
47
Properties=species:S:1:pos:R:3:forces:R:3
C 1.209204 0.911546 1.986213 1.613 -1.051 -0.849
C 2.021783 -0.368525 1.444429 0.111 1.015 1.811
C 3.186929 -0.811637 2.457629 0.384 0.897 -1.535
C 4.353836 0.221457 2.214574 -0.809 -0.190 -0.473
H 1.272343 0.897976 3.105501 0.037 0.151 -0.719
H 1.801825 1.801539 1.625091 -0.861 0.140 0.514
H 1.325085 -1.202972 1.221728 0.624 0.318 -0.137
H 2.568430 -0.043357 0.500901 -0.555 -0.641 0.025
H 2.830357 -0.709662 3.497964 0.114 -0.344 -0.565
H 3.608796 -1.820047 2.224409 -0.358 0.366 0.482
H 5.209324 0.089853 2.899421 -0.398 0.427 -0.403
H 3.897865 1.264948 2.262990 0.691 -1.103 0.808
H 4.706111 0.074430 1.152062 0.137 -0.046 0.760
C -1.470491 -2.505388 1.008349 0.627 1.612 0.058
Cl -2.101876 -1.088799 0.186134 0.280 -0.511 -0.253
Cl -0.180265 -3.290814 0.079817 -0.372 -0.494 -0.176
Cl -0.886982 -2.107868 2.628043 0.158 -0.634 -0.011
H -2.286857 -3.210709 1.107772 -0.112 0.599 -0.667
N 3.175878 -2.081566 -1.184533 0.136 -0.090 -0.058
H 3.687405 -2.872367 -1.590331 -0.260 -0.374 -0.249
H 2.311107 -2.423675 -0.747102 -0.038 -0.120 -0.039
H 3.753717 -1.622026 -0.480258 -0.211 -0.014 0.096
H 2.941310 -1.415431 -1.922239 -0.127 -0.105 -0.022
Li 3.293915 1.753184 0.609674 -1.068 0.388 0.362
F -3.245032 -0.889579 2.713677 -0.768 0.356 0.225
Na -3.349679 1.260076 2.392968 0.504 -0.602 -0.457
B 0.537385 5.034004 1.816331 -0.482 0.142 0.082
F 0.380386 6.404583 1.518539 0.123 -0.290 0.097
F 1.028697 4.889204 3.138711 0.017 -0.038 -0.232
F -0.701975 4.369160 1.688296 0.145 0.110 0.203
F 1.451950 4.453747 0.902620 0.496 -0.197 -0.062
C -6.076581 1.572895 -2.161875 -0.092 0.138 0.136
S -4.489619 0.727280 -2.026117 0.009 -0.089 -0.398
O -3.698971 1.437902 -0.967774 -0.155 -0.178 0.272
C -3.865339 1.246987 -3.633575 -0.776 0.148 0.381
H -6.633390 1.411318 -1.238274 0.056 -0.045 -0.005
H -5.914720 2.641807 -2.307331 0.131 -0.046 -0.038
H -6.638063 1.158802 -2.999985 0.068 -0.029 -0.005
H -3.838951 2.375453 -3.717241 0.131 -1.102 0.217
H -4.509903 0.828021 -4.412547 -0.055 -0.134 0.131
H -2.857355 0.860102 -3.750956 0.039 0.116 0.099
Li -2.823720 -4.463999 1.877681 -0.044 -0.129 0.644
Cl -2.409864 3.602816 -4.310069 0.636 1.009 -0.535
N 1.850794 -4.592471 -2.709554 -0.166 0.129 -0.491
O 0.920469 -4.137433 -3.385917 0.137 -0.079 0.191
O 2.996267 -4.717050 -3.208906 0.091 0.324 0.421
O 1.658466 -4.913718 -1.506942 0.217 0.289 0.361
```
Positions in Å, forces in eV/Å.

The total charge is -1. The calculation puts the gap between HOMO and LUMO at 2.675 eV. As for the spin multiplicity: 1.

Here are the Mulliken charges for atoms 1 to 8, given in e: C -0.224; C 0.506; C -0.210; C -0.840; H 0.164; H -0.390; H -0.972; H -0.137

=====

[2]
Entry from OMol25: C7H20Br3O4V as an isolated structure in a non-equilibrium geometry (ωB97M-V/def2-TZVPD).

XYZ file:
```
35
Properties=species:S:1:pos:R:3:forces:R:3
O 0.265702 -0.087890 0.172220 -3.856 -0.331 0.042
V -1.358523 -0.162380 0.085246 2.938 0.735 -1.144
Br -1.701089 2.146881 -1.566889 0.225 -1.232 0.887
Br -1.372114 -1.988429 -1.906520 -0.077 0.827 1.102
Br -4.223021 -0.087719 0.679439 1.203 -0.107 0.057
C 3.752248 2.265565 -3.391401 0.075 -0.034 -0.997
C 2.376635 1.633500 -3.083835 0.302 0.129 0.324
C 1.993826 0.559790 -4.083543 -1.222 1.279 -0.597
O 2.386318 0.984409 -1.864678 1.234 -0.865 2.490
H 4.281918 2.900271 -2.680965 -0.432 -0.485 0.732
H 3.741931 2.924970 -4.259255 -0.708 0.105 -0.311
H 4.412496 1.479212 -3.757223 0.270 -0.264 0.477
H 1.590452 2.355723 -2.863810 -0.054 0.674 -1.292
H 2.291860 0.889746 -5.078737 0.104 -0.666 -0.219
H 0.904766 0.523545 -4.056705 -0.173 -0.110 -0.255
H 2.294096 -0.435282 -3.755239 0.706 0.143 -0.410
H 1.942965 0.134851 -1.922059 -0.201 0.123 0.159
C -2.202734 -4.140810 1.252845 0.542 -0.466 0.498
C -0.984584 -3.261215 1.593093 -0.325 -0.574 -1.143
O -1.411049 -1.890090 1.662729 0.490 0.324 0.142
H -1.920287 -5.101882 0.823105 0.411 0.168 -0.491
H -2.847009 -3.602135 0.557980 -0.018 -0.091 0.139
H -2.728557 -4.499405 2.137732 -0.370 0.670 0.232
H -0.251187 -3.335300 0.790136 -0.175 0.296 -0.154
H -0.436207 -3.554068 2.488433 -0.299 0.092 0.308
H -1.702648 -1.731425 2.563506 -0.393 0.340 -0.118
C -1.329657 1.691874 4.112034 0.350 -0.631 -0.141
C -0.444089 1.526083 2.868206 0.129 -0.063 1.690
O -1.278823 1.502485 1.760204 -0.210 -0.144 -1.064
H -1.879249 2.632577 4.145563 0.078 0.102 -0.264
H -0.744240 1.626903 5.029181 -0.011 -0.119 0.066
H -2.054606 0.880321 4.049224 -0.162 0.049 0.387
H 0.084549 0.572904 2.877010 0.002 0.015 0.096
H 0.309852 2.313261 2.873254 0.083 0.171 -0.558
H -1.759939 2.333158 1.749715 -0.454 -0.055 -0.670
```
Positions in Å, forces in eV/Å.

The total charge is -1. The calculation puts the gap between HOMO and LUMO (spin up / spin down) at 7.672 / 7.820 eV. The calculation puts the energy above the lowest of the compared OMol25 structures with the same formula, charge and spin at 0.0 kJ/mol. As for the spin multiplicity: 2.

Here are the Mulliken charges for atoms 1 to 8, given in e: O -0.379; V 0.950; Br -0.646; Br -0.596; Br -0.711; C -1.451; C 0.829; C -1.477

=====

[3]
Entry from OMol25: C7H20IrN3O as an isolated structure in a non-equilibrium geometry (ωB97M-V/def2-TZVPD).

XYZ file:
```
32
Properties=species:S:1:pos:R:3:forces:R:3
C -3.826059 -1.151577 -3.367600 1.002 -0.681 0.220
Ir 0.099786 -1.240565 -1.640037 0.960 -1.691 2.373
N 0.704327 -0.251197 -3.276453 0.715 1.469 -3.075
H -0.632827 -2.521698 -1.065791 -0.567 -0.540 0.117
H -4.435722 -0.299644 -3.527632 -0.844 0.602 -0.241
H -4.383984 -2.038180 -3.056260 -0.018 0.269 -0.176
H -3.134880 -0.884023 -2.564879 0.096 -0.126 0.058
H -3.245232 -1.359834 -4.272642 -0.193 -0.055 0.147
H 1.621473 -0.509927 -3.661948 -0.223 -0.025 0.243
H 0.743185 0.760884 -3.134338 0.029 -0.104 0.080
H 0.043095 -0.391784 -4.040124 0.057 0.108 -0.137
C -1.362659 0.458288 0.038453 0.599 0.323 1.115
N -0.281020 0.455173 1.008643 -3.353 -0.536 -0.196
C -0.574002 1.077739 2.276275 -0.077 0.355 -0.258
C 0.352938 0.537469 3.337882 -0.266 -0.149 0.499
C 1.791376 0.699114 2.927554 0.522 0.263 -0.648
N 1.972341 0.196261 1.576975 2.137 -1.128 1.829
C 3.318311 -0.061326 1.093404 0.131 0.105 0.316
C 0.988639 0.170873 0.668734 0.808 1.121 1.044
O 1.337198 -0.139294 -0.555026 -0.076 -0.699 -3.318
H -1.698514 1.488408 -0.148397 0.015 -0.210 -0.456
H -2.194241 -0.150200 0.411710 0.029 0.091 -0.240
H -1.001001 0.025543 -0.953618 -1.054 0.929 0.433
H -0.462152 2.174959 2.183988 0.031 -0.042 0.064
H -1.621475 0.873278 2.509780 0.074 0.018 0.060
H 0.119885 -0.516905 3.509676 0.046 0.044 0.026
H 0.177186 1.087134 4.261474 -0.012 -0.079 0.092
H 2.482155 0.144670 3.579064 -0.283 0.231 -0.090
H 2.072926 1.767858 2.955805 -0.059 -0.037 0.159
H 3.704398 0.777924 0.493350 0.015 -0.141 0.076
H 3.986845 -0.207607 1.953208 -0.268 0.048 -0.266
H 3.337697 -0.971800 0.478780 0.026 0.268 0.148
```
Positions in Å, forces in eV/Å.

The total charge is +1. The calculation puts the gap between HOMO and LUMO (spin up / spin down) at 3.729 / 4.526 eV. The calculation puts the energy above the lowest of the compared OMol25 structures with the same formula, charge and spin at 123.4 kJ/mol. As for the spin multiplicity: 6.

Here are the Mulliken charges for atoms 1 to 8, given in e: C -0.651; Ir 1.057; N -0.814; H 0.012; H 0.309; H 0.257; H -0.124; H 0.229

=====

[4]
Entry from OMol25: a 3-piece molecular cluster, C7H20N3O3Si overall in a non-equilibrium geometry (ωB97M-V/def2-TZVPD).

XYZ file:
```
34
Properties=species:S:1:pos:R:3:forces:R:3
C 2.228870 0.910550 -0.068559 -0.309 2.599 0.113
C 1.403218 -3.307408 -0.415330 0.573 0.892 1.709
C -1.219969 2.744433 -1.042861 1.312 0.839 -1.638
C -0.376750 1.782188 2.588441 0.883 -1.434 0.005
C -3.360803 -1.282596 -0.014515 -3.642 -1.240 0.006
C 0.279329 -2.275033 -0.376196 1.444 0.646 0.492
C 0.638379 -0.827112 -0.217982 -1.100 -0.589 0.152
N 2.538396 1.249348 1.224960 -0.857 -0.780 1.085
N 2.155707 1.626947 -1.107694 -0.220 -2.613 -0.304
N 1.859391 -0.422936 -0.217317 -2.725 -0.111 0.459
O -1.341900 1.339773 -0.836640 -0.029 -0.634 -0.170
O -0.395399 0.723904 1.616299 0.586 -0.155 0.465
O -2.080006 -0.964892 0.486638 -0.632 0.467 -0.561
Si -0.994092 0.204492 0.239339 0.784 0.496 -0.310
H 2.207768 -3.035853 -1.126157 -0.123 -0.366 0.681
H 0.972609 -4.202594 -0.711073 -0.787 -1.712 -1.263
H 1.695679 -3.648546 0.639458 0.374 1.206 -1.388
H -1.884231 3.221062 -0.313796 -0.014 0.297 -0.684
H -1.423121 2.965352 -2.189031 -0.063 -0.383 2.626
H -0.149379 3.148148 -0.886075 -1.503 -0.950 -0.013
H -1.379151 2.220777 2.451807 0.681 0.456 1.102
H 0.488157 2.475862 2.250037 -1.652 -0.845 1.172
H -0.166411 1.159639 3.590216 -0.632 2.282 -1.885
H -3.491395 -2.326987 -0.356682 1.176 0.182 0.165
H -3.805023 -0.741160 -0.880157 1.172 0.490 0.567
H -4.251146 -1.297099 0.741595 2.101 0.706 -0.518
H -0.254027 -2.249224 -1.342818 -0.685 -0.469 0.718
H -0.296651 -2.393683 0.570428 -0.457 -0.497 -1.196
H 0.282097 -0.492935 -2.618197 0.677 -0.561 -3.942
H 2.513799 2.282110 1.367406 0.102 -1.523 0.361
H 2.058175 0.584523 1.941611 1.319 2.158 -1.512
H 2.544270 2.500188 -0.973446 0.725 2.613 0.334
H 0.446478 -0.654821 -3.513466 -0.694 0.644 3.774
H 2.557133 -1.016416 -0.500246 2.215 -2.110 -0.601
```
Positions in Å, forces in eV/Å.

The total charge is +1. The calculation puts the gap between HOMO and LUMO at 9.751 eV. The calculation puts the energy above the lowest of the compared OMol25 structures with the same formula, charge and spin at 462.3 kJ/mol. As for the spin multiplicity: 1.

Here are the Mulliken charges for atoms 1 to 8, given in e: C 0.165; C -1.502; C -0.516; C -0.575; C -0.753; C 0.460; C 0.308; N -0.510

=====

Number 1: energy -98767.045 eV. Number 2: energy -251593.030 eV. Number 3: energy -16925.509 eV. Number 4: energy -26066.817 eV.